No. 1
13
Properties=species:S:1:pos:R:3 method="wB97M-V/def2-TZVPD" charge=0 de_lowest_kj_mol=153.0 gap_ev=11.715 spin_multiplicity=1 largest_force_ev_per_a=4.37 e_homo_ev=-11.0289 smiles="O=CO.CC"
O 3.060 -1.741 -1.418
C 2.791 -0.884 -0.549
O 3.217 -0.871 0.737
H 1.998 -0.054 -0.706
H 3.112 -1.868 0.897
C -1.182 0.375 0.654
C -2.254 0.971 -0.412
H -0.770 1.316 1.182
H -0.554 -0.284 0.013
H -1.640 -0.154 1.424
H -1.909 1.702 -1.136
H -2.781 0.072 -0.905
H -3.088 1.420 0.220

No. 2
13
Properties=species:S:1:pos:R:3 method="wB97M-V/def2-TZVPD" charge=0 de_lowest_kj_mol=74.4 gap_ev=10.894 spin_multiplicity=1 largest_force_ev_per_a=0.34 e_homo_ev=-10.0872 smiles=C[C@@H](O)CO
C 0.796 -0.906 -1.046
C 0.003 0.292 -0.554
O -1.349 0.072 -0.879
C 0.159 0.481 0.977
O -1.060 0.941 1.555
H 0.434 -1.809 -0.541
H 1.868 -0.796 -0.849
H 0.649 -1.039 -2.122
H 0.370 1.203 -1.057
H -1.850 0.565 -0.209
H 0.470 -0.462 1.444
H 0.929 1.231 1.188
H -1.420 0.228 2.093

Copy entry 2 word for word.
13
Properties=species:S:1:pos:R:3 method="wB97M-V/def2-TZVPD" charge=0 de_lowest_kj_mol=74.4 gap_ev=10.894 spin_multiplicity=1 largest_force_ev_per_a=0.34 e_homo_ev=-10.0872 smiles=C[C@@H](O)CO
C 0.796 -0.906 -1.046
C 0.003 0.292 -0.554
O -1.349 0.072 -0.879
C 0.159 0.481 0.977
O -1.060 0.941 1.555
H 0.434 -1.809 -0.541
H 1.868 -0.796 -0.849
H 0.649 -1.039 -2.122
H 0.370 1.203 -1.057
H -1.850 0.565 -0.209
H 0.470 -0.462 1.444
H 0.929 1.231 1.188
H -1.420 0.228 2.093